(1)
# C50H43CoN8OS2Te

C50H43CoN8OS2Te as an isolated structure in a non-equilibrium geometry (ωB97M-V/def2-TZVPD, OMol25).

Charge = +1
Spin multiplicity = 2
Highest occupied orbital energy (spin up / spin down) = -0.35039 / -0.35040 Eh
Maximum force = 0.0346 hartree/bohr
Energy relative to the best compared isomer or geometry (same formula, charge and spin) = 99.19 kJ/mol
Orbital gap (spin up / spin down) = 0.2214 / 0.1891 hartree

Geometry (Å):
Co1 0.583 1.397 1.053
C1 0.527 5.010 -1.432
C2 0.617 3.671 -1.077
N1 0.685 3.298 0.196
C3 0.632 4.268 1.123
C4 0.582 5.600 0.744
N2 0.524 5.977 -0.529
C5 0.537 3.810 2.531
C6 0.264 4.608 3.631
C7 0.012 4.011 4.862
C8 0.034 2.616 4.920
C9 0.345 1.898 3.787
N3 0.624 2.503 2.642
C10 0.358 0.426 3.650
C11 0.195 -0.480 4.679
N4 0.212 -1.796 4.470
C12 0.427 -2.208 3.230
C13 0.610 -1.313 2.183
N5 0.556 -0.014 2.402
C14 -0.323 4.821 6.065
C15 -0.067 4.347 7.344
C16 -0.405 5.133 8.436
N6 -0.969 6.335 8.334
C17 -1.211 6.785 7.104
C18 -0.909 6.075 5.952
H1 0.456 5.301 -2.473
H2 0.649 2.900 -1.828
H3 0.582 6.387 1.487
H4 0.254 5.683 3.530
H5 -0.214 2.096 5.834
H6 0.066 -0.147 5.701
H7 0.445 -3.276 3.049
H8 0.816 -1.640 1.180
H9 0.423 3.396 7.508
H10 -0.207 4.780 9.442
H11 -1.671 7.764 7.034
H12 -1.169 6.495 4.989
S1 3.393 1.215 3.343
C19 3.492 1.249 1.672
N7 2.533 1.194 0.715
C20 3.084 1.218 -0.589
C21 2.410 1.146 -1.807
C22 3.114 1.215 -3.001
C23 4.500 1.333 -3.012
C24 5.190 1.380 -1.813
C25 4.477 1.322 -0.623
S2 5.096 1.356 0.992
H13 1.337 1.036 -1.811
H14 2.571 1.171 -3.940
H15 5.036 1.387 -3.952
H16 6.270 1.464 -1.797
C26 0.062 -4.664 -7.375
C27 0.149 -3.980 -6.038
C28 1.371 -3.622 -5.493
C29 1.476 -2.991 -4.256
C30 2.859 -2.618 -3.769
C31 0.294 -2.739 -3.544
Te1 0.498 -1.740 -1.667
N8 -0.121 0.256 -0.302
C32 -1.209 0.950 -0.170
O1 -1.314 1.557 1.003
C33 -2.216 1.235 -1.225
C34 -3.438 1.795 -0.860
C35 -4.392 2.076 -1.828
C36 -4.123 1.809 -3.166
C37 -2.899 1.266 -3.536
C38 -1.947 0.981 -2.568
C39 -0.532 -3.157 -0.465
C40 -1.815 -2.951 0.053
C41 -2.686 -1.768 -0.270
C42 -2.338 -3.917 0.915
C43 -1.639 -5.064 1.254
C44 -2.231 -6.102 2.170
C45 -0.368 -5.242 0.712
C46 0.210 -4.309 -0.137
C47 1.595 -4.577 -0.676
C48 -0.964 -3.070 -4.078
C49 -2.257 -2.770 -3.364
C50 -1.008 -3.693 -5.315
H17 1.034 -4.716 -7.862
H18 -0.627 -4.135 -8.036
H19 -0.316 -5.683 -7.262
H20 2.282 -3.843 -6.041
H21 3.609 -3.237 -4.260
H22 2.981 -2.741 -2.694
H23 3.089 -1.577 -4.001
H24 -3.630 1.998 0.186
H25 -5.345 2.501 -1.540
H26 -4.866 2.031 -3.922
H27 -2.684 1.072 -4.579
H28 -0.986 0.577 -2.858
H29 -2.335 -1.226 -1.143
H30 -2.723 -1.068 0.569
H31 -3.706 -2.097 -0.471
H32 -3.334 -3.762 1.319
H33 -3.238 -5.829 2.480
H34 -1.620 -6.227 3.066
H35 -2.278 -7.072 1.672
H36 0.194 -6.138 0.960
H37 2.014 -5.473 -0.222
H38 2.278 -3.750 -0.466
H39 1.575 -4.727 -1.759
H40 -2.350 -1.704 -3.142
H41 -2.324 -3.318 -2.422
H42 -3.109 -3.056 -3.978
H43 -1.974 -3.959 -5.733

These are the Löwdin partial charges, in e, on atoms 1 to 99: 0.534 -0.068 -0.038 0.118 -0.128 -0.035 0.118 -0.145 0.083 -0.098 0.083 -0.210 0.072 -0.200 -0.035 0.125 -0.060 -0.040 0.073 -0.166 -0.010 -0.119 0.076 -0.121 -0.012 0.122 0.102 0.123 0.116 0.122 0.126 0.118 0.072 0.113 0.113 0.113 0.111 0.594 -1.126 -0.053 -0.289 -0.121 -0.097 -0.086 -0.079 -0.476 1.031 0.023 0.108 0.108 0.114 -0.038 -0.247 -0.008 -0.306 -0.073 -0.362 1.775 -0.111 -0.563 -0.070 -0.186 -0.010 -0.056 -0.065 -0.066 -0.068 -0.378 -0.296 -0.056 -0.004 -0.255 -0.035 -0.012 -0.303 -0.071 -0.279 -0.044 -0.006 0.078 0.086 0.089 0.122 0.086 0.035 0.075 0.121 0.110 0.110 0.112 0.079 0.016 0.097 0.104 0.127 0.079 0.087 0.088 0.127

---

(2)
# C50H44Br2N8O16

A 9-piece molecular cluster, C50H44Br2N8O16 overall in a non-equilibrium geometry (ωB97M-V/def2-TZVPD, OMol25).

Charge = 0
Structure (SMILES) = O=[N+]([O-])c1ccccc1.O=[N+]([O-])c1ccccc1.O=[N+]([O-])c1ccccc1.O=[N+]([O-])c1ccccc1.O=[N+]([O-])c1ccccc1.O=[N+]([O-])c1ccccc1.O=[N+]([O-])c1ccccc1.O=[N+]([O-])c1ccccc1.BrCCBr
Highest occupied orbital energy = -0.36011 Eh
Maximum force = 0.0318 hartree/bohr
Energy relative to the best compared isomer or geometry (same formula, charge and spin) = 0.00 kJ/mol
Orbital gap = 0.3175 hartree

Geometry (Å):
O1 2.096 0.747 -0.265
N1 1.709 -0.386 -0.438
O2 2.385 -1.375 -0.265
C1 0.307 -0.607 -0.779
C2 -0.064 -1.907 -1.163
C3 -1.388 -2.150 -1.456
C4 -2.343 -1.143 -1.372
C5 -1.948 0.113 -0.950
C6 -0.618 0.403 -0.639
H1 0.555 -2.789 -1.222
H2 -1.701 -3.135 -1.779
H3 -3.391 -1.352 -1.538
H4 -2.664 0.904 -0.775
H5 -0.394 1.421 -0.355
O3 -7.153 3.076 -1.352
N2 -6.249 3.436 -2.074
O4 -6.340 3.578 -3.272
C7 -4.940 3.703 -1.473
C8 -4.035 4.542 -2.101
C9 -2.820 4.792 -1.477
C10 -2.486 4.180 -0.277
C11 -3.422 3.383 0.363
C12 -4.695 3.230 -0.194
H6 -4.343 5.020 -3.020
H7 -2.164 5.500 -1.965
H8 -1.532 4.335 0.212
H9 -3.353 2.972 1.362
H10 -5.434 2.687 0.377
O5 6.014 5.440 4.816
N3 5.573 4.397 4.395
O6 5.202 3.468 5.080
C13 5.409 4.219 2.948
C14 4.882 3.046 2.418
C15 4.678 2.983 1.041
C16 5.071 4.005 0.192
C17 5.517 5.213 0.740
C18 5.712 5.270 2.110
H11 4.567 2.185 2.989
H12 4.117 2.129 0.679
H13 4.967 3.834 -0.872
H14 5.615 6.063 0.081
H15 6.215 6.141 2.513
O7 8.629 1.667 -3.479
N4 7.756 1.389 -2.691
O8 7.393 2.112 -1.788
C19 7.111 0.092 -2.816
C20 7.537 -0.802 -3.809
C21 6.973 -2.052 -3.862
C22 5.960 -2.436 -2.980
C23 5.664 -1.617 -1.891
C24 6.187 -0.324 -1.879
H16 8.364 -0.525 -4.446
H17 7.306 -2.742 -4.626
H18 5.586 -3.448 -3.059
H19 5.001 -1.974 -1.117
H20 5.943 0.302 -1.030
O9 6.229 -1.289 6.358
N5 6.660 -0.858 5.310
O10 7.446 0.052 5.198
C25 6.109 -1.441 4.072
C26 5.798 -0.633 2.998
C27 5.158 -1.160 1.885
C28 4.771 -2.495 1.915
C29 4.980 -3.289 3.045
C30 5.658 -2.751 4.125
H21 5.962 0.426 3.161
H22 4.907 -0.509 1.059
H23 4.195 -2.892 1.088
H24 4.562 -4.285 3.052
H25 5.862 -3.366 4.991
O11 0.873 3.634 3.103
N6 1.522 3.207 4.038
O12 2.010 3.934 4.883
C31 1.840 1.799 4.105
C32 1.419 0.978 3.069
C33 1.669 -0.384 3.080
C34 2.382 -0.904 4.153
C35 2.867 -0.094 5.157
C36 2.566 1.254 5.163
H26 0.908 1.426 2.226
H27 1.217 -1.014 2.326
H28 2.634 -1.958 4.137
H29 3.442 -0.606 5.918
H30 2.992 1.853 5.957
O13 -2.209 -6.063 -2.901
N7 -2.891 -5.267 -3.498
O14 -2.433 -4.316 -4.082
C37 -4.338 -5.395 -3.425
C38 -4.907 -6.413 -2.681
C39 -6.287 -6.503 -2.648
C40 -7.079 -5.596 -3.324
C41 -6.489 -4.593 -4.096
C42 -5.101 -4.484 -4.149
H31 -4.306 -7.168 -2.196
H32 -6.762 -7.316 -2.114
H33 -8.154 -5.690 -3.250
H34 -7.123 -3.918 -4.653
H35 -4.642 -3.661 -4.673
O15 -10.115 2.313 -3.645
N8 -9.099 1.891 -4.157
O16 -8.639 2.351 -5.187
C43 -8.362 0.812 -3.530
C44 -8.754 0.365 -2.278
C45 -8.016 -0.649 -1.668
C46 -6.895 -1.170 -2.301
C47 -6.504 -0.711 -3.573
C48 -7.275 0.246 -4.189
H36 -9.552 0.900 -1.783
H37 -8.270 -0.961 -0.665
H38 -6.266 -1.842 -1.730
H39 -5.554 -1.051 -3.959
H40 -6.984 0.564 -5.181
Br1 -1.931 -1.290 4.984
C49 -3.185 -0.499 3.684
C50 -3.277 -1.201 2.369
Br2 -4.578 -0.154 1.273
H41 -2.958 0.556 3.551
H42 -4.137 -0.521 4.209
H43 -3.689 -2.205 2.391
H44 -2.397 -1.210 1.733

These are the Löwdin partial charges, in e, on atoms 1 to 99: 0.079 -0.350 0.058 -0.144 0.013 -0.059 -0.078 -0.098 0.009 0.123 0.095 0.092 0.068 0.118 0.086 -0.345 0.093 -0.145 0.003 -0.059 -0.067 -0.089 -0.030 0.123 0.110 0.111 0.098 0.092 0.092 -0.350 0.071 -0.140 -0.004 -0.065 -0.060 -0.047 -0.010 0.094 0.086 0.106 0.108 0.121 0.089 -0.362 0.074 -0.142 -0.002 -0.074 -0.057 -0.051 0.000 0.119 0.109 0.106 0.081 0.105 0.074 -0.357 0.101 -0.152 -0.002 -0.057 -0.077 -0.068 -0.015 0.110 0.089 0.094 0.109 0.122 0.064 -0.351 0.087 -0.156 -0.011 -0.066 -0.075 -0.057 0.012 0.105 0.101 0.106 0.111 0.122 0.084 -0.371 0.069 -0.153 0.001 -0.070 -0.065 -0.059 0.001 0.122 0.111 0.110 0.107 0.113 0.083